# 1
DFT (wB97M-V/def2-TZVPD) results for 12 unconnected molecules or ions with the total composition C48H132N12O12 at a distorted geometry.

```
204
Properties=species:S:1:pos:R:3
C 1.1245 3.9078 -5.7330
O 0.9963 3.6661 -4.3394
C 1.1950 4.8110 -3.5489
C 0.8762 4.4874 -2.0679
C -0.6182 4.1514 -1.7473
N 1.2228 5.6238 -1.1406
H 0.2237 4.1194 -6.3091
H 1.5126 2.9553 -6.0937
H 1.8487 4.6567 -6.0537
H 2.2233 5.1584 -3.6492
H 0.6227 5.6888 -3.8491
H 1.4584 3.6115 -1.7815
H -1.2575 4.6910 -2.4460
H -0.9239 4.4925 -0.7582
H -0.8324 3.0938 -1.9010
H 0.6519 6.4478 -1.2635
H 0.9895 5.4478 -0.1738
C -2.7018 -0.6123 1.2698
O -1.7307 -1.6996 0.9462
C -0.7823 -1.2822 -0.0979
C 0.2464 -0.0958 0.1836
C 1.2399 0.2248 -0.9713
N 1.0444 -0.4099 1.3186
H -3.1183 -0.9525 2.2179
H -3.4850 -0.6024 0.5118
H -2.2978 0.3974 1.3436
H -0.1952 -2.2003 -0.0760
H -1.3235 -1.1683 -1.0372
H -0.2707 0.8214 0.4653
H 2.1718 0.6609 -0.6115
H 0.9095 0.9895 -1.6743
H 1.6052 -0.5502 -1.6451
H 1.9686 -0.2507 0.9436
H 1.0062 -1.4180 1.3670
C -3.6331 -1.9397 -2.8643
O -3.3939 -3.3190 -3.2235
C -4.5654 -4.1989 -2.9691
C -4.8454 -4.4558 -1.4825
C -3.7430 -5.2759 -0.7144
N -6.0484 -5.2896 -1.2850
H -3.9582 -1.8569 -1.8272
H -4.4019 -1.4796 -3.4851
H -2.7469 -1.3302 -3.0415
H -5.4416 -3.7432 -3.4304
H -4.3500 -5.0825 -3.5700
H -4.9365 -3.5031 -0.9609
H -3.6684 -6.3026 -1.0726
H -3.8970 -5.1264 0.3543
H -2.7487 -4.8837 -0.9279
H -6.8009 -4.9021 -1.8361
H -5.8709 -6.1728 -1.7416
C 0.3415 -2.9613 3.1881
O 1.2739 -3.0654 2.1278
C 1.3272 -4.2868 1.4264
C 2.7498 -4.8125 1.3671
C 3.8885 -3.9652 0.8119
N 2.8308 -6.1413 0.7679
H -0.5693 -2.4473 2.8810
H 0.5687 -2.2714 4.0008
H -0.0237 -3.9185 3.5602
H 0.7651 -5.0645 1.9436
H 0.8935 -4.1655 0.4338
H 2.9373 -4.9295 2.4344
H 3.7125 -3.6741 -0.2237
H 4.8206 -4.5290 0.7748
H 4.1914 -3.1118 1.4186
H 2.6664 -6.2558 -0.2220
H 3.7098 -6.6048 0.9486
C 3.8288 -0.6367 -4.3256
O 2.4846 -0.7195 -4.1063
C 1.6945 -0.2991 -5.2230
C 0.1766 -0.1297 -5.0023
C -0.4908 0.2835 -6.2624
N -0.0982 0.9209 -3.9660
H 4.0448 -1.3666 -5.1058
H 4.3082 -0.9751 -3.4071
H 4.2087 0.3238 -4.6736
H 2.2020 0.5825 -5.6145
H 1.8397 -0.9869 -6.0560
H -0.1760 -1.0561 -4.5490
H -0.2084 1.2490 -6.6820
H -1.5642 0.3220 -6.0767
H -0.3615 -0.4302 -7.0760
H 0.2576 1.8139 -4.2760
H 0.6542 0.7224 -3.3221
C -0.6310 4.7064 3.1620
O 0.4081 4.3516 2.3103
C 0.6721 2.9568 2.3824
C 1.5285 2.5865 3.5939
C 2.6457 3.5902 3.7997
N 2.1894 1.2993 3.4667
H -0.3797 4.4498 4.1911
H -1.6040 4.2155 3.1389
H -0.7408 5.7890 3.0987
H -0.2698 2.4144 2.3002
H 1.2242 2.7553 1.4644
H 0.9229 2.5846 4.5001
H 3.3318 3.5312 2.9548
H 3.3003 3.3638 4.6413
H 2.3484 4.6316 3.9227
H 2.9963 1.3880 2.8657
H 1.5342 0.6987 2.9870
C 5.5839 1.9554 1.0501
O 4.2008 2.2466 1.0256
C 3.8774 2.8310 -0.1849
C 4.4453 4.2640 -0.3488
C 4.0932 5.3421 0.6039
N 4.1760 4.7407 -1.6566
H 6.2260 2.8357 1.0783
H 5.8189 1.1860 0.3147
H 5.8369 1.5255 2.0192
H 4.1453 2.1752 -1.0133
H 2.7889 2.8710 -0.1437
H 5.5270 4.1627 -0.2615
H 3.0067 5.3587 0.6890
H 4.5361 6.2729 0.2495
H 4.3826 5.2663 1.6520
H 3.1974 4.9670 -1.5511
H 4.6381 5.6313 -1.7724
C 7.3866 0.7431 4.8409
O 7.2223 -0.5793 5.2754
C 5.8345 -1.0306 5.1966
C 4.8798 -0.4441 6.3214
C 5.1589 -1.1641 7.7032
N 3.4765 -0.2819 6.0082
H 6.7520 0.9809 3.9872
H 8.4053 0.8937 4.4835
H 7.1017 1.3646 5.6898
H 5.3586 -0.6739 4.2831
H 5.9369 -2.1115 5.1002
H 5.2069 0.5946 6.3665
H 5.9633 -0.7024 8.2757
H 5.4062 -2.2256 7.6884
H 4.2696 -1.0845 8.3285
H 2.9028 -1.0849 6.2231
H 3.2742 -0.1786 5.0241
C -6.3308 1.6776 -2.7006
O -5.4699 2.4583 -1.9163
C -5.8035 2.2356 -0.5362
C -4.8098 2.9353 0.4093
C -5.2231 2.9216 1.8284
N -4.4767 4.3223 -0.0090
H -6.2384 0.6090 -2.5065
H -6.0150 1.8987 -3.7201
H -7.3991 1.8921 -2.6689
H -6.7805 2.6999 -0.4023
H -5.9378 1.1694 -0.3542
H -3.8549 2.4107 0.4378
H -4.6269 3.6770 2.3403
H -5.0116 1.9354 2.2417
H -6.2189 3.2488 2.1274
H -3.9958 4.0969 -0.8680
H -3.7015 4.6052 0.5734
C -2.8640 2.4888 -4.7502
O -3.1619 3.7016 -5.4581
C -4.5730 4.1680 -5.1799
C -4.7992 5.6247 -5.4701
C -3.7633 6.4626 -4.8299
N -6.1350 5.9160 -4.9314
H -3.5548 1.7136 -5.0820
H -2.8127 2.5948 -3.6666
H -1.8862 2.1469 -5.0896
H -5.3006 3.5742 -5.7332
H -4.7609 4.0801 -4.1098
H -4.7294 5.8303 -6.5383
H -3.7522 6.2071 -3.7703
H -3.9118 7.5424 -4.8157
H -2.7778 6.4895 -5.2948
H -6.3733 6.8902 -5.0515
H -6.1121 5.8077 -3.9275
C -3.8951 -3.5298 5.2469
O -2.8605 -2.9819 5.9871
C -2.9983 -3.0311 7.3966
C -1.6202 -3.3469 7.9837
C -1.5204 -3.4633 9.5375
N -0.7412 -2.1561 7.7405
H -3.8935 -3.1757 4.2161
H -4.9023 -3.4817 5.6610
H -3.5813 -4.5727 5.2004
H -3.3210 -2.0332 7.6934
H -3.7781 -3.7550 7.6334
H -1.3941 -4.2909 7.4879
H -0.7683 -4.1944 9.8341
H -2.4277 -3.9236 9.9287
H -1.3222 -2.5412 10.0839
H -0.7490 -1.7633 6.8100
H -1.0186 -1.3266 8.2457
C -0.8598 -5.4285 -3.2319
O 0.1958 -6.3968 -3.1981
C 1.4637 -5.7434 -2.9971
C 2.5507 -6.8003 -3.0630
C 2.6079 -7.6572 -4.2736
N 2.5056 -7.6198 -1.8246
H -1.1988 -5.2970 -2.2043
H -1.6828 -5.8029 -3.8407
H -0.4982 -4.4686 -3.6005
H 1.5552 -4.9687 -3.7584
H 1.5042 -5.2802 -2.0112
H 3.4340 -6.1642 -3.0072
H 1.8528 -8.4408 -4.2106
H 3.5298 -8.2281 -4.3841
H 2.2267 -7.1184 -5.1411
H 1.6358 -8.1185 -1.7029
H 3.2050 -8.3048 -1.5763
```

Calculated values
Frontier orbital gap in Eh: 0.324
LUMO level in eV: 0.46
ΔE to the lowest compared entry with this formula, charge and spin in kJ/mol: 681.7
DFT total energy in a.u.: -3467.526906
Total charge: 0



# 2
DFT (wB97M-V/def2-TZVPD) results for 13 unconnected molecules or ions with the total composition C48H133N11O15 at a distorted geometry.

```
207
Properties=species:S:1:pos:R:3
C -9.5371 -13.4512 16.8603
C -10.1525 -12.6053 18.0272
O -11.2735 -13.2844 18.5014
O -8.3911 -12.5967 16.4371
H -10.1053 -13.5151 15.9275
H -9.2310 -14.4537 17.2737
H -10.4498 -11.5900 17.6512
H -9.3781 -12.4521 18.8154
H -10.9863 -14.0586 19.0282
H -8.0597 -12.9998 15.6300
C -1.7519 -20.2307 19.6799
C -1.4197 -20.9250 21.0702
O -2.1350 -22.1073 21.2366
O -3.2026 -20.0890 19.6772
H -1.4590 -20.8637 18.8202
H -1.3066 -19.2446 19.5649
H -1.8110 -20.2174 21.8034
H -0.3704 -21.0556 21.2586
H -3.0539 -21.8542 21.0571
H -3.6218 -19.8814 18.8436
C -2.4206 -14.1253 16.8818
C -2.0677 -13.9734 18.3027
C -2.6577 -15.1604 19.0764
O -2.0950 -16.4632 18.8522
C -2.6696 -17.3095 17.8821
N -0.6037 -14.0080 18.4481
H -1.8358 -13.3287 16.3974
H -3.4897 -13.9985 16.6873
H -2.0568 -15.0415 16.4529
H -2.5191 -13.0367 18.6500
H -3.7217 -15.1620 18.8628
H -2.5290 -15.0546 20.1376
H -3.8092 -17.3625 17.9514
H -2.2015 -18.2630 17.9673
H -2.4525 -16.9791 16.8426
H -0.2045 -14.7804 18.9445
H -0.1133 -13.1538 18.3951
C -5.3942 -11.6387 17.8770
C -5.5162 -10.5700 18.8720
C -4.2249 -9.8418 19.0395
O -3.1458 -10.7260 19.4722
C -3.2462 -10.9929 20.8915
N -6.5062 -9.5852 18.4013
H -5.1927 -11.1689 16.8611
H -6.3505 -12.1440 17.7534
H -4.5873 -12.3251 18.1271
H -5.7854 -10.9746 19.8788
H -4.2815 -8.9582 19.6859
H -3.8595 -9.5012 18.0566
H -4.0803 -11.6623 21.1226
H -3.4515 -9.9951 21.3713
H -2.2706 -11.4239 21.2618
H -7.3556 -10.0375 18.1005
H -6.8228 -9.0387 19.1706
C -11.4770 -16.3353 18.2401
C -11.3660 -16.6715 19.7295
C -9.9399 -16.8942 20.1174
O -9.4140 -17.8128 19.1851
C -8.2325 -18.4898 19.4100
N -11.7473 -15.4955 20.4545
H -10.6354 -15.6923 17.8429
H -12.3740 -15.7942 18.0492
H -11.5576 -17.2240 17.5755
H -12.0688 -17.5238 19.9930
H -9.7788 -17.2415 21.1754
H -9.4480 -15.9101 20.0284
H -8.2110 -19.3247 18.6673
H -8.2569 -18.9718 20.4016
H -7.3154 -17.8633 19.3145
H -11.8651 -15.6002 21.4216
H -12.5941 -15.0772 20.1264
C -6.0656 -14.6904 25.3046
C -6.3207 -13.2375 24.8035
C -6.0210 -12.2081 25.8762
O -6.5467 -12.6837 27.0795
C -6.1042 -11.9499 28.1849
N -5.6486 -12.8819 23.5898
H -5.0137 -15.0183 25.2917
H -6.5810 -15.3048 24.5421
H -6.5581 -14.8365 26.2537
H -7.3744 -13.0645 24.5842
H -6.4394 -11.2414 25.6157
H -4.9589 -11.9992 25.8771
H -5.0067 -11.8484 28.2420
H -6.4611 -12.3844 29.0796
H -6.4075 -10.8956 28.1345
H -5.6136 -13.6981 22.9923
H -4.7461 -12.5528 23.7825
C 2.9083 -18.8265 20.2703
C 2.7127 -18.5033 21.7273
C 1.1890 -18.1593 22.0323
O 1.0834 -17.7992 23.4080
C -0.2519 -17.4124 23.6860
N 3.2930 -19.5940 22.5041
H 2.3867 -19.7419 20.0042
H 3.9620 -19.0077 20.0192
H 2.4631 -18.0360 19.6370
H 3.3174 -17.6075 22.0067
H 0.5795 -19.1012 21.8646
H 0.7650 -17.3822 21.3252
H -0.8726 -18.1879 23.2921
H -0.4864 -16.4940 23.0920
H -0.3557 -17.1708 24.7367
H 2.7235 -20.4453 22.4007
H 3.0088 -19.4465 23.4715
C -2.3285 -14.3327 26.8407
C -1.0202 -14.0213 26.1349
C -1.1968 -12.6849 25.3686
O -2.1651 -12.6828 24.2837
C -1.6494 -13.2496 23.0993
N -0.0307 -13.9147 27.1345
H -2.5067 -13.6448 27.6299
H -2.3754 -15.3429 27.1950
H -3.0825 -14.2187 26.0376
H -0.8377 -14.8482 25.3657
H -0.2077 -12.4457 24.9686
H -1.5711 -11.9518 26.0998
H -0.7171 -12.7021 22.8798
H -2.3276 -13.0975 22.2622
H -1.4518 -14.3038 23.1316
H -0.1673 -14.7400 27.7108
H 0.8786 -14.1327 26.6812
C -9.3562 -15.5865 23.4510
C -10.4153 -16.5376 23.9426
C -10.2485 -16.6404 25.4983
O -10.5868 -17.9577 25.7838
C -10.6488 -18.2021 27.1869
N -11.7521 -15.9963 23.6159
H -9.1269 -14.7922 24.1615
H -9.6248 -15.1423 22.5233
H -8.4340 -16.1275 23.3251
H -10.3393 -17.5775 23.6022
H -10.9526 -15.9378 25.9123
H -9.2523 -16.4870 25.9235
H -11.5064 -17.6473 27.5373
H -9.7249 -17.8975 27.6835
H -10.7445 -19.3015 27.4208
H -12.4433 -16.3416 24.2863
H -11.6789 -14.9744 23.6797
C -1.8474 -20.0147 26.6078
C -3.2542 -20.0812 27.1397
C -4.1540 -20.2531 25.8604
O -4.1206 -19.1526 25.0506
C -4.7021 -17.8728 25.3484
N -3.5234 -21.1816 28.0415
H -1.7250 -19.6110 25.6079
H -1.5336 -21.0889 26.4933
H -1.1339 -19.4769 27.2286
H -3.4195 -19.1549 27.6693
H -5.2079 -20.4314 26.1844
H -3.8646 -21.1529 25.3156
H -4.3898 -17.5824 26.3708
H -5.8057 -17.8391 25.2709
H -4.2808 -17.1540 24.6642
H -3.2756 -22.0769 27.5933
H -2.8326 -21.1108 28.8304
C -5.5522 -23.0941 21.6076
C -6.9982 -22.7123 21.7624
C -7.0917 -21.3240 22.4883
O -8.4710 -20.9830 22.7418
C -8.5630 -19.7800 23.4359
N -7.7049 -22.7687 20.4753
H -5.0691 -23.1351 22.5931
H -5.1932 -22.4304 20.7942
H -5.4707 -24.0962 21.2102
H -7.4642 -23.4089 22.4327
H -6.6232 -20.4788 21.9506
H -6.5743 -21.3809 23.4772
H -9.5871 -19.4643 23.4338
H -7.8951 -19.0585 22.9410
H -8.3018 -19.9363 24.5063
H -8.5743 -22.2372 20.6928
H -7.1984 -22.2173 19.7835
C -6.9168 -16.1595 16.3989
C -6.6629 -15.9448 14.9147
C -6.0501 -17.2081 14.2968
O -4.7518 -17.2416 14.7765
C -3.9763 -18.3969 14.4926
N -7.8891 -15.4163 14.2961
H -7.9507 -16.4713 16.6879
H -6.7893 -15.2260 16.8997
H -6.2662 -16.8947 16.8446
H -5.8424 -15.2295 14.7456
H -6.0165 -17.1226 13.1988
H -6.6961 -18.0775 14.5337
H -4.5761 -19.2969 14.6069
H -3.2248 -18.3287 15.2386
H -3.5909 -18.2923 13.4706
H -7.6905 -15.1802 13.2992
H -8.6988 -16.0520 14.3045
C -3.5972 -16.4096 22.1113
C -5.0300 -16.8808 22.1450
C -5.8693 -16.2343 21.0544
O -5.9012 -14.7811 21.2493
C -6.5841 -14.0352 20.3222
N -5.1355 -18.2987 22.0301
H -3.5617 -15.2955 21.9622
H -3.0463 -17.0001 21.3625
H -3.0757 -16.5152 23.0675
H -5.4152 -16.4806 23.1466
H -6.8769 -16.6217 20.9893
H -5.3392 -16.4200 20.0628
H -7.6903 -14.2306 20.2705
H -6.2142 -14.2166 19.2909
H -6.4963 -12.9923 20.6705
H -4.7053 -18.8237 22.7971
H -4.6883 -18.6427 21.1515
```

Calculated values
Frontier orbital gap in Eh: 0.328
LUMO level in eV: 0.22
ΔE to the lowest compared entry with this formula, charge and spin in kJ/mol: 247.6
DFT total energy in a.u.: -3639.177003
Total charge: 0